# 1
ORCA calculation (the ωB97M-V functional and the def2-TZVPD basis) on a 2-piece molecular cluster, CH4O2 overall in a non-equilibrium geometry.

The geometry in XYZ format:
```
7
Properties=species:S:1:pos:R:3:forces:R:3
O -2.798 0.405 -0.374 -0.2 1.6 0.9
H 2.713 0.043 0.630 1.8 0.8 1.1
H -2.472 1.266 -0.017 -0.6 -1.0 -0.2
H 1.881 -0.778 -0.726 -0.1 -0.5 -0.1
H -2.034 0.107 -0.837 0.9 -0.7 -0.6
C 1.861 -0.476 0.330 -2.9 -0.2 -0.6
O 0.849 -0.567 0.994 1.1 -0.1 -0.4
```
Positions in Å, forces in eV/Å.

Output
- SMILES = C=O.O
- relative energy (zero: lowest compared OMol25 entry of this formula, charge and spin) (eV) = 0.366
- Kohn-Sham gap (eV) = 11.09

Mulliken population analysis, charges in e, atoms 1 to 4: number 1, O, carries -0.628; number 2, H, carries 0.243; number 3, H, carries 0.320; number 4, H, carries 0.201



# 2
ORCA calculation (the ωB97M-V functional and the def2-TZVPD basis) on one molecule with the formula C3H7NOS2 in a non-equilibrium geometry.

The geometry in XYZ format:
```
14
Properties=species:S:1:pos:R:3:forces:R:3
S -1.771 -2.580 -1.495 0.0 0.2 -0.2
N 2.374 1.124 -0.090 -0.5 0.1 0.2
H 2.053 1.560 -0.932 0.3 -0.2 -0.3
C 1.414 0.635 0.769 0.7 -1.5 -1.0
H -3.062 -2.907 -1.623 0.0 -0.1 0.2
H 0.033 1.171 -0.789 -0.3 0.2 0.1
O 1.718 0.121 1.821 -0.4 -0.1 0.1
S -2.149 -0.577 -1.071 0.5 -0.2 -0.3
C -0.003 0.766 0.220 0.0 0.8 1.1
H -1.802 0.051 1.111 0.0 -0.1 0.3
H -0.316 1.484 0.978 -0.4 0.9 -0.7
H -0.690 -1.241 0.783 0.0 -0.2 -0.2
H 3.288 0.707 -0.066 0.1 0.3 0.2
C -1.088 -0.313 0.381 0.1 -0.1 0.5
```
Positions in Å, forces in eV/Å.

Output
- SMILES = NC(=O)CCSS
- relative energy (zero: lowest compared OMol25 entry of this formula, charge and spin) (eV) = 0.761
- Kohn-Sham gap (eV) = 9.04

Mulliken population analysis, charges in e, atoms 1 to 4: number 1, S, carries -0.199; number 2, N, carries -0.394; number 3, H, carries 0.201; number 4, C, carries 0.468



# 3
ORCA calculation (the ωB97M-V functional and the def2-TZVPD basis) on one molecule with the formula C22H18N2O4.

The geometry in XYZ format:
```
46
Properties=species:S:1:pos:R:3:forces:R:3
H -2.944 -2.412 -0.398 0.2 0.0 0.0
C 2.655 0.498 1.451 0.2 0.3 0.0
C 0.853 -2.621 2.005 0.1 0.0 0.1
H -0.589 -1.265 -2.803 0.0 -0.2 -0.1
C 1.609 -3.736 3.985 0.1 0.1 0.1
H -2.498 -0.847 1.747 -0.1 -0.1 0.1
H -1.178 3.207 2.078 0.0 0.1 0.0
H -1.671 -3.006 -1.476 0.0 0.1 0.1
C -1.868 -2.382 -0.600 -0.2 -0.5 0.3
C 0.252 4.887 -3.763 -0.7 0.5 0.2
C 2.639 -1.668 3.314 0.0 0.2 -0.2
C -0.885 1.130 -0.554 -0.2 -0.4 0.1
H 3.703 0.186 1.420 0.0 0.0 0.0
C -2.030 0.025 1.315 0.0 -0.1 0.0
C -1.910 1.198 2.028 -0.1 -0.1 0.1
C -1.506 0.000 0.029 0.0 0.7 0.1
C -0.974 4.884 -3.161 0.4 0.2 -0.3
H -2.014 3.194 -2.158 -0.1 -0.1 0.1
O 0.822 3.687 -3.689 0.5 -0.3 -0.1
N 0.041 -2.470 0.875 0.4 0.3 -0.2
H 2.455 1.025 2.389 0.0 0.0 0.0
H 0.025 -4.447 2.717 0.0 0.0 0.0
H -0.253 3.159 -0.200 0.0 0.1 0.0
C -1.158 3.576 -2.675 0.6 -0.5 -0.2
O 1.115 0.902 -3.610 -0.1 0.1 0.1
H -2.301 1.253 3.032 0.0 0.0 0.1
C 1.798 -1.598 2.217 -0.1 0.0 0.0
C -1.163 -3.021 0.619 0.0 0.2 -0.4
H 2.450 1.163 0.613 0.1 0.0 0.1
C -0.434 0.715 -1.852 -0.1 -0.6 0.1
C -1.272 2.313 1.480 0.1 0.2 0.0
H 3.369 -0.896 3.497 0.1 0.1 0.0
C 0.307 1.449 -2.880 0.3 -0.1 -0.3
C -0.768 -0.615 -1.968 0.2 0.5 -0.4
O 1.786 -0.594 1.283 -0.2 -0.6 0.2
C 0.763 -3.681 2.889 -0.1 0.0 -0.1
H 0.345 -1.696 0.297 -0.2 -0.1 0.0
H 0.801 5.665 -4.257 0.2 0.0 -0.1
C -0.023 2.875 -3.015 -0.8 0.2 0.3
H 3.203 -2.780 5.045 0.1 0.0 0.1
H 1.536 -4.563 4.674 0.0 -0.1 0.1
C -0.756 2.294 0.203 0.0 0.0 0.1
H -1.654 5.707 -3.078 -0.1 0.2 0.0
N -1.434 -1.043 -0.867 0.1 0.1 -0.1
O -1.681 -3.926 1.233 -0.2 -0.2 0.1
C 2.541 -2.738 4.193 0.0 -0.1 0.1
```
Positions in Å, forces in eV/Å.

Output
- SMILES = COc1ccccc1NC(=O)Cn1cc(C(=O)c2ccco2)c2ccccc21
- relative energy (zero: lowest compared OMol25 entry of this formula, charge and spin) (eV) = 1.320
- Kohn-Sham gap (eV) = 8.52

Mulliken population analysis, charges in e, atoms 1 to 4: number 1, H, carries 0.323; number 2, C, carries -1.001; number 3, C, carries -0.013; number 4, H, carries 0.507



# 4
ORCA calculation (the ωB97M-V functional and the def2-TZVPD basis) on C47H52Cl5N6O2Ru as an isolated structure in a non-equilibrium geometry.

The geometry in XYZ format:
```
113
Properties=species:S:1:pos:R:3:forces:R:3
H 0.785 -2.398 5.609 0.0 0.0 0.0
H 2.045 3.303 5.346 0.0 0.0 0.0
H -0.328 4.836 -0.571 0.0 0.0 0.0
C 0.410 2.452 4.243 0.1 0.0 0.0
H 2.453 1.670 -3.383 0.0 0.0 0.0
C 0.035 -2.159 4.863 0.0 0.0 0.2
H -4.170 -0.015 3.051 0.0 0.0 0.0
H 3.019 0.219 -4.225 0.0 0.0 0.0
H -0.531 -0.530 -7.088 0.0 0.0 0.0
H 1.413 4.611 -0.499 0.0 0.0 0.0
H 0.979 4.068 -2.761 0.0 0.0 0.0
H 5.375 -0.787 0.590 0.0 0.0 0.0
H -1.595 -2.460 6.233 0.0 0.0 0.0
C -0.454 -0.139 -6.081 -0.1 0.0 0.0
N 2.144 -0.064 -0.473 0.6 -0.4 0.2
H -4.838 -1.661 3.086 0.0 0.1 0.0
H 2.329 0.105 -2.604 0.1 0.0 0.0
C 3.388 -3.301 -0.556 0.0 0.1 0.0
C 3.798 -2.014 -0.206 0.3 -0.5 -0.1
O 0.454 -1.948 -1.578 0.0 0.6 0.5
H 1.601 -3.069 1.452 0.0 0.0 0.0
H -1.551 0.662 3.678 0.0 0.1 0.0
Ru -0.202 -0.091 -0.289 0.6 0.2 -0.1
C 0.069 3.468 -2.813 0.0 -0.1 0.1
H -3.360 5.211 -0.156 0.0 0.0 0.0
H 1.677 -0.329 -5.988 0.0 0.0 0.0
C -0.211 -2.430 -2.561 -0.3 -0.2 -0.2
H 1.720 -4.114 2.871 0.0 0.0 0.0
C 2.605 -0.748 2.740 -0.1 0.0 0.2
N -2.764 3.383 0.716 0.2 0.1 0.0
H -1.918 3.173 1.217 0.0 0.0 0.0
H 3.941 -5.361 -0.642 0.0 0.0 0.0
C -3.221 2.359 -0.041 0.0 -0.3 0.1
C -1.501 0.781 -4.110 0.0 0.0 0.2
H -4.954 3.376 -0.557 0.0 0.0 0.0
C 0.728 2.181 1.858 0.2 0.1 0.5
H -2.537 0.330 -5.922 0.0 0.0 0.0
N 0.237 1.858 0.577 -0.4 -0.8 -0.7
H -4.759 1.802 -1.223 0.0 0.0 0.0
H -3.545 -3.561 2.042 0.0 0.0 0.0
C -2.722 1.418 -3.509 0.1 -0.1 0.0
Cl 2.108 -3.235 -3.658 0.1 0.0 0.0
C -3.342 4.703 0.813 -0.1 -0.1 -0.1
H 0.454 4.428 0.968 0.0 0.0 0.0
C 0.456 -1.837 3.589 0.0 0.0 -0.2
C 3.020 2.736 0.859 0.0 0.0 0.0
N -0.182 1.124 -2.048 0.1 0.1 0.2
H -3.579 0.745 -3.543 0.0 -0.1 0.0
H -4.980 -0.685 1.626 0.0 0.0 0.0
C 0.777 -0.047 -5.453 0.0 0.0 0.0
H -2.313 -3.215 0.816 0.0 0.0 0.0
C 5.919 -2.863 0.521 0.1 0.0 0.0
H -2.637 -0.768 1.188 0.0 0.0 -0.2
H 0.003 3.022 -3.802 0.0 0.1 0.0
C -1.303 -2.201 5.224 0.0 0.0 -0.1
C 2.495 3.058 3.263 0.0 0.0 0.0
H 2.413 -2.218 4.260 -0.1 0.0 0.0
C 2.125 -3.218 2.396 0.0 0.1 0.1
C -1.751 -3.611 -4.668 0.0 0.0 0.0
H 2.395 -3.439 -0.959 0.0 0.0 0.0
H 3.185 -3.384 2.190 0.0 0.0 0.0
C 0.274 2.778 -0.410 -0.1 0.3 0.4
H -2.208 2.243 3.301 0.0 0.0 0.0
C -1.576 0.315 -5.419 0.0 -0.1 0.0
H -1.763 1.131 1.990 0.0 0.0 0.0
Cl -2.676 -4.314 -5.940 0.0 0.0 0.0
C -0.275 0.750 -3.428 0.0 -0.2 -0.4
Cl -2.326 -1.309 -1.458 -0.6 0.1 0.2
Cl 0.434 -4.549 -5.928 0.1 0.0 -0.1
H -4.008 -2.793 0.516 0.0 0.0 -0.1
H -2.739 5.293 1.498 0.0 0.0 0.0
O -2.648 1.267 -0.085 -0.3 0.1 -0.1
C 1.932 -1.997 3.303 0.0 0.0 -0.2
C -0.523 -1.488 2.574 -0.3 -0.3 1.0
N -0.173 -1.042 1.383 -0.3 0.2 -0.6
C 2.252 0.609 -3.557 -0.1 0.0 0.0
C 0.462 4.245 -0.105 0.0 -0.1 0.0
C -3.230 -2.845 1.279 0.1 0.1 0.0
C -4.325 -0.924 2.465 0.1 0.0 0.0
C 0.889 0.416 -4.150 -0.1 0.0 0.2
H 3.189 3.771 0.551 0.0 0.0 0.0
H 6.900 -2.698 0.945 0.0 0.0 0.0
C 2.883 -0.938 -0.358 -0.1 0.4 -0.2
C 4.255 -4.362 -0.368 0.1 0.0 0.0
H -3.313 -2.031 4.519 0.0 0.0 0.0
C -0.082 2.050 3.005 0.0 -0.1 -0.1
H 2.551 0.073 3.456 0.0 0.1 0.0
C -3.004 -1.472 1.928 -0.1 -0.1 0.0
C 1.682 2.974 4.380 0.0 0.0 0.0
C -2.266 -1.953 4.254 0.0 -0.1 0.2
C -1.618 -2.311 -2.656 0.3 0.0 -0.1
C -2.374 -2.884 -3.659 0.1 0.0 -0.1
H 2.669 2.170 0.002 0.1 0.0 0.0
C -1.483 1.493 2.975 0.1 0.0 0.1
H -2.984 2.314 -4.080 0.0 0.0 0.0
H -0.784 4.142 -2.689 0.0 0.0 0.0
C 0.388 -3.140 -3.632 -0.1 0.0 0.1
C -1.924 -1.624 2.963 0.3 0.1 -0.3
H 2.118 -0.433 1.825 0.0 0.1 0.2
C 0.058 2.401 -1.747 -0.1 0.1 -0.3
H -0.228 2.352 5.114 0.0 0.0 0.0
C 2.049 2.663 2.010 -0.1 -0.2 -0.1
C -0.360 -3.715 -4.650 -0.1 0.1 0.1
H 3.660 -0.952 2.533 0.0 0.0 0.0
N -4.351 2.601 -0.771 -0.1 0.1 0.0
C 5.067 -1.791 0.329 -0.1 0.1 -0.1
H 3.507 3.435 3.364 0.0 0.0 0.0
Cl -4.084 -2.677 -3.671 -0.1 0.1 0.0
H 6.191 -4.980 0.318 0.0 0.0 0.0
H 3.984 2.331 1.169 0.0 0.0 0.0
C 5.516 -4.146 0.172 -0.1 0.0 0.0
H -2.530 1.698 -2.481 -0.1 0.0 0.1
H -4.362 4.669 1.207 0.0 0.0 0.0
```
Positions in Å, forces in eV/Å.

Output
- expectation value of S² = 8.829
- multiplicity = 6
- Kohn-Sham gap (alpha / beta) (eV) = 6.57 / 6.58

Mulliken population analysis, charges in e, atoms 1 to 4: number 1, H, carries 0.400; number 2, H, carries 0.392; number 3, H, carries 0.555; number 4, C, carries -0.641



# 5
ORCA calculation (the ωB97M-V functional and the def2-TZVPD basis) on an isolated ion of composition C5H13N2 and charge +1 in a non-equilibrium geometry.

The geometry in XYZ format:
```
20
Properties=species:S:1:pos:R:3:forces:R:3
H -0.136 -2.933 -0.069 -0.5 0.0 0.4
H -0.984 0.111 -2.653 0.8 -0.9 1.3
C 0.494 0.796 -1.309 0.0 0.5 1.7
C -0.838 -1.121 0.739 -5.5 0.9 4.8
H 2.482 2.065 -0.307 0.3 0.1 0.0
C 0.063 0.132 1.056 -0.3 -1.7 0.6
H -1.838 -0.761 0.267 1.2 0.7 2.1
H -1.030 -1.453 1.846 -0.2 1.4 -1.5
H 0.913 1.469 -2.062 -0.1 -0.5 0.2
N -0.981 -2.375 0.093 2.8 -2.9 -3.1
H -0.532 -0.881 -1.175 -1.8 0.7 -1.5
H 1.257 2.614 0.776 0.1 0.2 0.5
C 0.844 0.738 -0.004 1.0 2.1 -1.7
H 0.717 -0.172 1.917 -0.5 0.6 -0.8
H 2.497 1.417 1.360 -0.7 0.1 -0.6
N -0.765 0.083 -1.615 0.0 -0.1 -1.8
H -1.622 0.546 -1.242 0.9 -0.6 0.3
H -1.744 -2.989 0.451 1.0 1.2 -0.3
H -0.644 0.973 1.419 0.9 -1.6 -0.3
C 1.848 1.741 0.513 0.7 -0.3 -0.5
```
Positions in Å, forces in eV/Å.

Output
- net charge = +1
- SMILES = C/C(=C/[NH3+])CCN
- relative energy (zero: lowest compared OMol25 entry of this formula, charge and spin) (eV) = 4.373
- Kohn-Sham gap (eV) = 9.69

Mulliken population analysis, charges in e, atoms 1 to 4: number 1, H, carries 0.186; number 2, H, carries 0.379; number 3, C, carries -0.593; number 4, C, carries -0.837



# 6
ORCA calculation (the ωB97M-V functional and the def2-TZVPD basis) on a 2-piece molecular cluster, C2O2S2 overall in a non-equilibrium geometry.

The geometry in XYZ format:
```
6
Properties=species:S:1:pos:R:3:forces:R:3
O 0.760 0.456 -0.752 0.7 -0.4 0.4
C -1.750 -0.232 -0.146 -1.3 -0.5 -0.1
C 1.306 0.137 0.227 0.1 0.9 0.1
S -2.430 1.099 -0.531 0.3 0.4 0.0
S -1.387 -1.701 0.195 0.4 -0.1 0.2
O 1.855 -0.073 1.232 -0.3 -0.3 -0.6
```
Positions in Å, forces in eV/Å.

Output
- relative energy (zero: lowest compared OMol25 entry of this formula, charge and spin) (eV) = 0.295
- Kohn-Sham gap (eV) = 9.50

Mulliken population analysis, charges in e, atoms 1 to 4: number 1, O, carries -0.391; number 2, C, carries 0.466; number 3, C, carries 0.782; number 4, S, carries -0.236



# 7
ORCA calculation (the ωB97M-V functional and the def2-TZVPD basis) on C4H12BO14Ti as an isolated structure in a non-equilibrium geometry.

The geometry in XYZ format:
```
32
Properties=species:S:1:pos:R:3:forces:R:3
H 18.263 -13.189 1.308 0.3 -0.2 0.4
C 10.295 -13.476 -8.076 -1.3 0.5 -3.4
O 11.782 -14.979 -5.579 1.8 0.5 0.2
O 17.808 -12.557 0.752 0.4 0.6 0.3
H 16.195 -12.339 -5.252 -0.3 0.2 -0.1
O 14.226 -12.705 -0.804 0.4 0.2 -0.2
Ti 16.111 -12.761 -2.383 -0.4 0.6 0.3
O 15.423 -10.295 -2.317 0.1 -0.4 -0.4
C 12.993 -13.299 -4.369 0.7 -1.5 -0.7
H 14.534 -10.337 -1.963 -0.4 -0.1 0.1
H 17.410 -13.243 -5.217 0.3 -0.3 0.0
H 17.461 -13.078 0.028 -0.7 -0.3 -0.6
O 13.291 -15.773 -4.076 -0.6 1.7 -1.2
C 12.754 -14.860 -4.692 0.5 -1.4 2.1
B 11.425 -13.634 -6.048 -3.0 -0.2 -0.3
O 9.941 -13.509 -5.773 1.2 0.0 -0.6
H 17.479 -15.200 -0.938 0.2 0.1 0.2
H 16.514 -15.575 -2.042 -0.3 -0.4 -0.3
H 15.833 -9.567 -1.850 0.3 0.1 0.1
O 13.815 -12.828 -3.580 -1.2 -0.3 -0.8
H 14.113 -13.014 0.095 0.3 0.0 0.3
O 11.453 -13.448 -7.522 3.4 -0.1 1.3
C 9.300 -13.511 -6.952 -1.6 0.9 1.4
O 12.208 -12.691 -5.203 0.3 1.0 -0.1
H 13.468 -13.054 -1.274 -0.3 -0.1 -0.5
H 18.810 -11.229 -2.554 0.0 0.2 -0.4
O 18.286 -11.921 -2.149 -0.1 -0.3 -0.1
O 16.932 -14.821 -1.626 -0.1 0.0 -0.3
O 10.074 -13.364 -9.281 0.3 -0.4 2.6
H 18.559 -11.922 -1.232 0.0 0.0 0.6
O 8.115 -13.372 -7.043 0.0 -0.4 -0.4
O 16.777 -12.802 -4.650 0.1 0.1 0.2
```
Positions in Å, forces in eV/Å.

Output
- expectation value of S² = 3.751
- multiplicity = 4
- Kohn-Sham gap (alpha / beta) (eV) = 4.68 / 8.22

Mulliken population analysis, charges in e, atoms 1 to 4: number 1, H, carries 0.299; number 2, C, carries 0.649; number 3, O, carries -0.513; number 4, O, carries -0.621



# 8
ORCA calculation (the ωB97M-V functional and the def2-TZVPD basis) on one molecule with the formula C6H12Si in a non-equilibrium geometry.

The geometry in XYZ format:
```
19
Properties=species:S:1:pos:R:3:forces:R:3
H 0.338 -1.772 2.567 0.7 0.0 -2.0
H 1.432 -2.630 1.405 1.1 -0.4 0.2
C 0.723 -1.840 1.464 -1.4 1.2 1.3
H 1.853 -0.533 0.086 0.1 0.2 0.5
H -0.816 2.479 -2.832 -0.1 -0.1 0.8
Si -0.598 1.931 -0.201 -2.0 -0.7 -2.2
H -1.129 -2.922 0.992 -0.6 -0.2 0.3
H 0.601 1.606 -2.222 0.0 0.2 -0.4
C -0.210 0.170 0.297 2.1 -0.2 1.4
C -0.449 -2.224 0.544 0.0 2.3 0.9
C -0.124 2.399 -1.981 2.1 0.6 0.2
C -1.025 -0.860 0.097 -0.2 -2.1 -1.8
H 0.041 2.955 0.648 -0.4 -0.1 0.4
C 1.203 -0.422 0.970 -2.4 -0.2 -0.4
H -2.122 1.784 -0.573 0.9 0.5 1.4
H -1.778 -1.004 -0.753 0.3 1.1 1.7
H -0.112 -2.651 -0.354 0.7 -0.9 -1.3
H 0.501 3.345 -1.922 -0.7 -0.9 -0.3
H 1.670 0.189 1.769 -0.3 -0.3 -0.7
```
Positions in Å, forces in eV/Å.

Output
- SMILES = C[SiH2]C1=CCCC1
- relative energy (zero: lowest compared OMol25 entry of this formula, charge and spin) (eV) = 1.897
- Kohn-Sham gap (eV) = 10.10

Mulliken population analysis, charges in e, atoms 1 to 4: number 1, H, carries 0.244; number 2, H, carries 0.328; number 3, C, carries -0.565; number 4, H, carries 0.251



| no. | total energy (Ha) |
| --- | --- |
| 1 | -190.936922 |
| 2 | -1044.874422 |
| 3 | -1259.628975 |
| 4 | -4697.042280 |
| 5 | -307.460906 |
| 6 | -1023.094770 |
| 7 | -2087.478762 |
| 8 | -525.231179 |